1.
An isolated molecule of C18H17Cl3N4O4S, computed with ωB97M-V/def2-TZVPD.

```
47
C18H17Cl3N4O4S (ωB97M-V/def2-TZVPD)
O 1.630 1.200 1.903
O -1.778 -0.089 -0.418
O -3.971 -7.091 1.965
O -2.726 -7.129 -0.263
Cl 1.841 4.338 -5.435
Cl -3.810 -1.970 3.704
Cl 1.335 -0.005 -2.034
C 1.454 1.707 0.839
C -1.615 0.198 0.775
C 1.620 2.325 -3.501
C -1.760 -2.766 0.387
C 2.821 4.347 -2.799
C -2.248 -4.110 0.115
C -3.344 -4.047 2.176
C 2.073 3.607 -3.762
C -2.999 -2.716 2.340
C 1.831 1.653 -2.284
C -2.229 -2.041 1.459
C 2.481 2.388 -1.347
C 2.938 3.812 -1.512
C -3.027 -4.722 1.022
N -1.923 -0.738 1.691
N 0.140 2.009 0.442
N 2.540 1.794 -0.043
N -4.907 -6.003 -0.194
C -1.077 1.611 1.199
C 3.785 4.398 -0.495
C 3.899 1.993 0.434
C 3.851 3.503 0.795
S -3.636 -6.387 0.686
H 1.135 1.604 -4.202
H -1.116 -2.316 -0.249
H 3.344 5.218 -3.074
H -1.892 -4.573 -0.827
H -3.906 -4.512 2.928
H -2.146 -0.388 2.617
H 0.015 1.988 -0.650
H -5.646 -5.905 0.467
H -5.046 -6.798 -0.751
H -0.944 1.882 2.222
H -1.923 2.254 1.026
H 4.816 4.605 -0.934
H 3.373 5.340 -0.213
H 3.902 1.410 1.338
H 4.774 1.710 -0.276
H 4.873 3.614 1.241
H 3.198 3.795 1.492
```

Properties
SMILES string: NS(=O)(=O)c1ccc(NC(=O)CNC(=O)N2CCCc3cc(Cl)cc(Cl)c32)c(Cl)c1
frontier orbital gap: 9.307 eV
multiplicity: 1
net charge: 0
LUMO level: 0.3 eV
HOMO: -8.962 eV

=====

2.
A structure of composition C18H17ClCrN5O3S, computed with ωB97M-V/def2-TZVPD.

```
46
C18H17ClCrN5O3S (ωB97M-V/def2-TZVPD)
Cr 0.537 -0.985 1.103
N 3.903 0.010 3.797
C 2.747 -0.357 3.126
S 2.931 -0.739 1.440
N 1.673 -0.410 3.847
N 0.542 -0.830 3.152
C -0.488 -0.998 3.900
C -1.796 -1.456 3.485
C -2.783 -1.538 4.479
C -4.056 -1.991 4.214
C -4.359 -2.385 2.905
C -3.417 -2.321 1.908
C -2.101 -1.848 2.151
O -1.253 -1.809 1.180
H 4.601 0.431 3.208
H 3.724 0.499 4.662
H -0.352 -0.786 4.960
H -2.518 -1.230 5.485
H -4.801 -2.040 4.997
H -5.356 -2.745 2.671
H -3.651 -2.618 0.894
C 0.707 -0.752 -4.361
N -0.273 -0.974 -3.297
C -1.511 -0.177 -3.368
C 0.217 -1.175 -2.084
N 0.593 -1.345 -1.008
H 0.164 -0.674 -5.302
H 1.390 -1.598 -4.419
H 1.275 0.169 -4.198
H -2.068 -0.495 -4.250
H -1.284 0.885 -3.431
H -2.106 -0.342 -2.476
Cl 3.974 3.213 -4.434
C 2.715 2.806 -3.286
C 3.031 2.045 -2.174
C 2.024 1.715 -1.276
C 0.712 2.119 -1.498
C 0.430 2.903 -2.613
C 1.424 3.255 -3.513
C -0.425 1.664 -0.564
O -1.577 1.907 -0.946
O -0.049 1.062 0.476
H 4.050 1.720 -2.009
H 2.250 1.135 -0.389
H -0.597 3.214 -2.763
H 1.208 3.864 -4.381
```

Properties
frontier orbital gap (alpha / beta): 6.532 / 7.191 eV
multiplicity: 5
net charge: -1
energy above the lowest of the compared OMol25 structures with the same formula, charge and spin: 4.68 kcal/mol
LUMO level (alpha / beta): 2.6 / 2.6 eV
HOMO (alpha / beta): -3.949 / -4.610 eV

=====

3.
An isolated molecule of C18H17ClFNO4, computed with ωB97M-V/def2-TZVPD.

```
42
C18H17ClFNO4 (ωB97M-V/def2-TZVPD)
C -4.212 -0.533 -0.975
C -4.400 0.897 -0.479
O -3.588 1.197 0.640
C -2.265 1.427 0.484
C -1.546 1.634 1.666
C -0.196 1.886 1.626
C 0.494 1.935 0.412
C -0.228 1.748 -0.761
C -1.587 1.499 -0.731
H -2.108 1.370 -1.667
H 0.249 1.818 -1.729
C 1.967 2.116 0.489
O 2.530 2.444 1.515
N 2.668 1.876 -0.666
H 2.166 1.452 -1.430
C 4.051 1.480 -0.570
C 4.176 -0.035 -0.413
O 5.120 -0.617 0.041
O 3.059 -0.625 -0.859
C 2.835 -2.004 -0.562
C 1.429 -2.116 -0.038
C 0.430 -2.718 -0.791
C -0.878 -2.768 -0.344
C -1.179 -2.192 0.877
C -0.217 -1.576 1.654
C 1.088 -1.540 1.188
Cl 2.291 -0.764 2.149
H -0.482 -1.132 2.599
F -2.446 -2.234 1.325
H -1.654 -3.241 -0.924
H 0.682 -3.158 -1.744
H 3.575 -2.330 0.178
H 2.960 -2.583 -1.481
H 4.608 1.800 -1.455
H 4.484 1.954 0.315
H 0.364 2.046 2.535
H -2.082 1.592 2.601
H -5.421 1.028 -0.110
H -4.230 1.620 -1.286
H -4.382 -1.228 -0.158
H -3.203 -0.686 -1.351
H -4.921 -0.739 -1.772
```

Properties
SMILES string: CCOc1ccc(C(=O)NCC(=O)OCc2ccc(F)cc2Cl)cc1
frontier orbital gap: 9.257 eV
multiplicity: 1
net charge: 0
energy above the lowest of the compared OMol25 structures with the same formula, charge and spin: 0.33 kcal/mol
LUMO level: 0.5 eV
HOMO: -8.714 eV

=====

4.
An isolated molecule of C18H17ClN6O2S, computed with ωB97M-V/def2-TZVPD.

```
45
C18H17ClN6O2S (ωB97M-V/def2-TZVPD)
C -0.367 -1.588 4.101
C 0.700 -0.583 3.714
H 1.681 -0.869 4.110
H 0.461 0.420 4.084
O 0.774 -0.543 2.286
C 1.469 0.461 1.762
O 2.027 1.320 2.401
C 1.455 0.405 0.287
N 0.964 -0.611 -0.297
N 0.910 -0.750 -1.595
C 0.283 -1.837 -2.175
C 0.241 -1.948 -3.564
C -0.387 -3.027 -4.154
C -0.974 -3.999 -3.356
C -0.938 -3.896 -1.972
C -0.312 -2.818 -1.382
H -0.270 -2.713 -0.310
H -1.399 -4.659 -1.365
Cl -1.759 -5.349 -4.094
H -0.421 -3.118 -5.228
H 0.701 -1.189 -4.179
H 1.284 -0.018 -2.203
S 2.197 1.803 -0.584
C 1.678 3.133 0.397
N 2.383 4.220 0.605
N 1.632 5.006 1.356
N 0.516 4.475 1.624
N 0.470 3.283 1.017
C -0.616 2.404 1.128
C -1.102 1.736 0.010
C -2.123 0.819 0.160
C -2.685 0.571 1.408
C -2.224 1.290 2.503
C -1.195 2.203 2.373
H -0.824 2.761 3.220
H -2.668 1.131 3.475
C -3.764 -0.456 1.551
H -3.362 -1.449 1.348
H -4.182 -0.449 2.554
H -4.564 -0.272 0.837
H -2.489 0.285 -0.705
H -0.686 1.938 -0.966
H -1.324 -1.293 3.679
H -0.108 -2.572 3.721
H -0.450 -1.635 5.183
```

Properties
SMILES string: CCOC(=O)/C(=N/Nc1ccc(Cl)cc1)Sc1nnnn1-c1ccc(C)cc1
frontier orbital gap: 8.155 eV
multiplicity: 1
net charge: 0
energy above the lowest of the compared OMol25 structures with the same formula, charge and spin: 14.89 kcal/mol
LUMO level: -0.3 eV
HOMO: -8.409 eV

=====

5.
A structure of composition C18H17CoF5N3O3PS4, computed with ωB97M-V/def2-TZVPD.

```
52
C18H17CoF5N3O3PS4 (ωB97M-V/def2-TZVPD)
Co 0.433 -0.466 -1.230
N 2.447 -4.065 0.043
C 1.931 -2.802 -0.249
S 0.383 -2.711 -1.003
N 2.669 -1.795 0.093
N 2.094 -0.571 -0.229
C 2.831 0.438 0.078
C 2.506 1.819 -0.146
C 3.477 2.785 0.171
C 3.247 4.131 0.013
C 1.992 4.538 -0.476
C 1.021 3.625 -0.793
C 1.240 2.223 -0.655
O 0.301 1.415 -0.973
H 2.112 -4.759 -0.608
H 3.456 -4.041 0.095
H 3.794 0.211 0.534
H 4.438 2.439 0.541
H 4.016 4.856 0.246
H 1.790 5.596 -0.618
H 0.060 3.923 -1.192
C -5.447 -1.128 -2.840
C -4.915 0.289 -2.912
O -3.822 0.333 -3.822
P -2.371 0.853 -3.265
S -2.540 2.717 -2.689
S -1.796 -0.613 -2.025
O -1.532 0.667 -4.616
C -1.438 1.674 -5.623
C -0.089 1.552 -6.296
H -6.313 -1.178 -2.174
H -4.667 -1.789 -2.462
H -5.747 -1.474 -3.831
H -4.600 0.631 -1.923
H -5.678 0.984 -3.275
H -1.566 2.657 -5.165
H -2.256 1.515 -6.336
H 0.708 1.701 -5.569
H -0.004 2.297 -7.093
H 0.038 0.557 -6.726
F 7.358 0.299 -1.772
C 6.080 0.158 -2.188
C 5.496 -1.090 -2.262
F 6.216 -2.178 -1.915
C 4.190 -1.223 -2.695
F 3.706 -2.472 -2.763
C 3.384 -0.136 -3.060
S 1.729 -0.315 -3.531
C 4.029 1.110 -2.989
F 3.374 2.226 -3.329
C 5.334 1.262 -2.563
F 5.903 2.483 -2.506
```

Properties
frontier orbital gap (alpha / beta): 6.105 / 6.612 eV
multiplicity: 2
net charge: -2
energy above the lowest of the compared OMol25 structures with the same formula, charge and spin: 0.00 kcal/mol
LUMO level (alpha / beta): 4.9 / 4.9 eV
HOMO (alpha / beta): -1.248 / -1.754 eV

=====

6.
A structure of composition C18H17CoN7S, computed with ωB97M-V/def2-TZVPD.

```
44
C18H17CoN7S (ωB97M-V/def2-TZVPD)
Co -0.652 -1.235 -0.906
C -1.242 -2.122 -5.109
C -0.848 -1.634 -3.756
N -1.429 -1.939 -2.657
N -2.503 -2.781 -2.611
C -2.977 -3.150 -1.388
N -4.017 -3.962 -1.379
S -2.266 -2.610 0.061
C 0.314 -0.700 -3.573
C 1.003 -0.155 -4.629
C 2.070 0.709 -4.363
C 2.400 0.982 -3.055
C 1.651 0.394 -2.041
N 0.631 -0.422 -2.288
H -1.654 -3.131 -5.083
H -0.390 -2.155 -5.781
H -1.988 -1.451 -5.545
H -2.894 -3.142 -3.468
H -4.473 -4.293 -2.217
H -4.394 -4.259 -0.492
H 0.726 -0.380 -5.647
H 2.625 1.155 -5.177
H 3.220 1.640 -2.804
H 1.875 0.578 -0.997
N 0.838 5.436 7.431
C 0.814 4.625 6.620
C 0.782 3.609 5.598
C -0.111 3.718 4.537
C -0.142 2.745 3.555
C 0.720 1.662 3.636
C 1.612 1.544 4.688
C 1.643 2.520 5.670
N 0.689 0.641 2.612
C 1.493 -0.478 2.543
C 1.108 -1.164 1.441
N 0.074 -0.479 0.822
C -0.143 0.597 1.561
H -0.781 4.565 4.482
H -0.845 2.856 2.743
H 2.289 0.706 4.770
H 2.335 2.434 6.495
H 2.253 -0.704 3.266
H 1.487 -2.103 1.073
H -0.902 1.333 1.364
```

Properties
frontier orbital gap (alpha / beta): 6.868 / 6.817 eV
multiplicity: 4
net charge: +2
LUMO level (alpha / beta): -7.1 / -7.2 eV
HOMO (alpha / beta): -14.011 / -14.009 eV

=====

7.
An isolated molecule of C18H17F3N2O4S, computed with ωB97M-V/def2-TZVPD.

```
45
C18H17F3N2O4S (ωB97M-V/def2-TZVPD)
O 4.452 0.087 -2.074
C 3.492 -0.248 -1.407
N 3.515 -1.321 -0.587
C 2.424 -1.850 0.198
H 1.511 -1.279 0.034
C 2.826 -1.834 1.681
O 4.016 -2.555 1.884
C 5.079 -2.021 1.125
H 5.949 -2.643 1.341
C 4.754 -2.044 -0.372
H 5.539 -1.560 -0.952
H 4.630 -3.080 -0.707
H 5.282 -0.987 1.439
H 2.067 -2.321 2.294
H 2.950 -0.794 2.018
H 2.254 -2.891 -0.108
C 2.215 0.539 -1.464
C 1.719 1.183 -0.336
C 0.600 1.980 -0.448
C -0.039 2.170 -1.658
C 0.464 1.542 -2.787
C 1.585 0.734 -2.689
H 1.990 0.254 -3.567
H -0.015 1.686 -3.743
H -0.900 2.816 -1.712
S -0.059 2.749 1.027
O -0.271 4.147 0.831
O 0.693 2.301 2.157
N -1.617 2.098 1.093
C -1.874 0.751 0.943
C -3.054 0.314 0.346
C -3.294 -1.045 0.209
C -2.373 -1.984 0.647
C -1.205 -1.542 1.247
C -0.950 -0.193 1.397
H -0.056 0.153 1.888
H -0.490 -2.264 1.609
H -2.573 -3.037 0.531
C -4.567 -1.468 -0.467
F -5.643 -0.822 0.011
F -4.539 -1.206 -1.791
F -4.823 -2.776 -0.351
H -3.787 1.029 0.001
H -2.323 2.735 0.761
H 2.196 1.097 0.628
```

Properties
SMILES string: O=C(c1cccc(S(=O)(=O)Nc2cccc(C(F)(F)F)c2)c1)N1CCOCC1
frontier orbital gap: 9.369 eV
multiplicity: 1
net charge: 0
energy above the lowest of the compared OMol25 structures with the same formula, charge and spin: 0.00 kcal/mol
LUMO level: 0.0 eV
HOMO: -9.368 eV

=====

8.
An isolated molecule of C18H17FN4O2, computed with ωB97M-V/def2-TZVPD.

```
42
C18H17FN4O2 (ωB97M-V/def2-TZVPD)
O -0.446 4.540 -0.758
F -4.642 -2.134 2.143
N 1.749 -3.258 1.323
O 1.222 -1.800 3.574
C -0.259 3.412 -1.142
C 1.392 -2.093 1.069
C 3.030 2.231 0.687
C -2.868 -0.639 1.510
C -2.763 -3.015 0.957
C 2.016 3.022 0.123
C 2.912 0.873 0.635
C -1.676 -0.423 0.843
C -1.584 -2.726 0.134
C -3.435 -1.968 1.605
C 0.939 2.476 -0.565
C 0.917 1.071 -0.601
C 1.904 0.286 -0.057
C -1.042 -1.434 0.024
N 1.108 -1.346 2.254
N -0.976 3.035 -2.175
N 0.060 0.302 -1.322
C 1.648 -1.211 -0.223
C -0.443 2.012 -3.094
C -0.833 0.635 -2.546
C 0.188 -1.075 -0.833
H 1.653 -3.435 2.348
H 0.404 -2.213 4.028
H 3.847 2.779 1.234
H -3.350 0.232 1.984
H -3.165 -4.022 0.838
H 2.075 4.084 0.183
H 3.762 0.324 1.068
H -1.242 0.549 0.779
H -1.071 -3.555 -0.350
H 0.910 -0.311 2.017
H -1.735 3.676 -2.462
H 2.373 -1.695 -0.869
H -0.916 2.025 -4.064
H 0.642 2.073 -3.154
H -0.565 -0.177 -3.165
H -1.836 0.667 -2.323
H 0.096 -1.772 -1.659
```

Properties
SMILES string: [H]/N=C(\NO)[C@@H]1c2cccc3c2N(CCNC3=O)[C@@H]1c1ccc(F)cc1
frontier orbital gap: 8.392 eV
multiplicity: 1
net charge: 0
LUMO level: 0.5 eV
HOMO: -7.923 eV

=====

Q: Which max |F| values were calculated for the entries above? A: 7.15 0.25 0.49 1.77 0.16 0.64 1.27 4.83, in eV/A.
Q: Which DFT total energy values were calculated for the entries above? A: -2994.8061 -3098.6492 -1611.9270 -2033.4728 -4902.5207 -2859.8882 -1804.4005 -1165.3510, in Ha.